This record from OMol25 describes 2 unconnected molecules or ions with the total composition C5H7ClO. The level of theory is the ωB97M-V functional and the def2-TZVPD basis.

Structure (XYZ):
```
14
Properties=species:S:1:pos:R:3:forces:R:3
C 1.068192 0.812818 0.409408 -1.8 -0.7 -0.9
H 1.425989 0.161030 1.163615 0.6 -0.6 1.0
O -0.260528 -2.386890 0.341647 -0.5 2.1 -1.0
C -1.304594 0.488097 0.265482 1.4 0.2 -0.3
C -0.337384 1.254478 0.845982 -0.7 -0.1 -1.7
H -2.349946 0.572507 0.264599 -1.2 0.3 0.7
H -0.700892 2.137532 1.354294 0.7 0.0 0.6
H -0.439346 -2.301085 1.285876 -0.1 0.1 0.0
C -0.729135 -0.406232 -0.679017 3.2 -2.5 -0.4
H 1.364603 -0.999515 -0.809238 -0.6 0.5 0.0
Cl -1.457263 -1.180321 -2.025040 -0.3 0.6 0.6
H 1.848561 1.457618 0.072226 0.2 1.3 0.6
C 0.768324 -0.058105 -0.835569 -0.7 -2.8 3.3
H 1.103418 0.448066 -1.654265 0.0 1.5 -2.7
```
Forces are in eV/Å.

HOMO (spin up / spin down): -8.869 / -8.648 eV
frontier orbital gap (spin up / spin down): 8.0 / 7.7 eV
charge: 0
E: -730.00886 a.u.
maximum force: 4.368 eV/A

---

This record from OMol25 describes C5H7ClS in the gas phase. The level of theory is the ωB97M-V functional and the def2-TZVPD basis.

Structure (XYZ):
```
14
Properties=species:S:1:pos:R:3:forces:R:3
C 0.659961 -1.646268 0.644996 -1.1 -1.0 0.0
H -0.948941 -0.273629 -1.532138 -0.8 -0.2 0.7
H 1.401480 -1.960935 1.391678 -0.3 0.3 -0.2
C -1.541478 0.119676 -0.682778 0.3 -0.1 -1.2
Cl -3.104038 -0.600149 -0.404081 0.5 0.5 -0.2
H 0.527695 2.523978 0.267913 0.5 0.3 0.1
H -1.571415 1.540312 0.848828 -0.2 0.0 -0.3
S 1.422475 -0.926943 -0.804319 1.0 -0.7 -0.8
H 2.336874 1.386894 -0.603227 0.2 -0.8 0.1
C 0.387626 1.493660 -0.003025 0.8 -0.5 -1.6
H -0.113516 -0.970054 1.034608 0.5 -0.3 0.1
H 0.103903 -2.562490 0.282983 0.7 0.9 0.4
C -1.009626 1.111623 0.013494 -0.7 -0.6 1.9
C 1.448994 0.764319 -0.454926 -1.3 2.3 1.0
```
Forces are in eV/Å.

HOMO: -8.126 eV
frontier orbital gap: 8.3 eV
charge: 0
SMILES string: CS/C=C\C=C\Cl
E: -1053.03171 a.u.
maximum force: 2.790 eV/A

---

This record from OMol25 describes C5H7ClSi in the gas phase. The level of theory is the ωB97M-V functional and the def2-TZVPD basis.

Structure (XYZ):
```
14
Properties=species:S:1:pos:R:3:forces:R:3
H 0.666006 2.626843 0.706542 -0.2 0.4 0.5
Cl 0.721829 2.648568 3.160526 -0.2 -0.2 -0.8
H -1.889336 -1.425728 0.126185 0.5 0.6 0.8
C -1.609002 -0.571627 -0.507681 1.3 0.5 2.0
H 0.446684 1.632625 -1.074649 -0.4 -2.8 0.5
Si 0.200201 0.044051 -0.346610 -0.2 0.2 -2.6
C 0.573928 1.946680 1.551079 0.9 1.0 0.2
H -2.010683 -0.975672 -1.375173 -0.2 0.1 -2.4
C 0.552689 0.658160 1.321474 -0.5 -1.6 1.6
C 1.098258 -1.489301 -1.079356 -0.2 0.8 0.1
H -2.087173 0.344158 -0.198671 -1.0 0.1 0.1
H 0.470367 0.001072 2.199731 0.2 0.1 -0.3
H 1.537381 -3.031258 -2.645434 0.3 -1.0 -0.5
C 1.328851 -2.408570 -1.837963 -0.3 1.7 1.0
```
Forces are in eV/Å.

HOMO: -10.102 eV
frontier orbital gap: 10.9 eV
charge: 0
SMILES string: C#C[Si@@H](C)/C=C/Cl
E: -944.28563 a.u.
maximum force: 2.863 eV/A

---

This record from OMol25 describes a molecular structure, C5H7CoO4. The level of theory is the ωB97M-V functional and the def2-TZVPD basis.

Structure (XYZ):
```
17
Properties=species:S:1:pos:R:3:forces:R:3
H -2.205120 -0.651156 -1.101100 0.2 0.1 0.2
C 0.208324 0.779920 -1.323135 -1.3 -2.1 0.5
O 3.417589 -0.474641 1.599814 -0.7 2.2 0.6
C -1.883692 -0.461587 -0.062444 -0.6 -0.8 -0.2
H -1.459681 1.630797 -0.177096 0.1 0.0 -0.5
H 0.746107 1.738418 -1.355495 0.0 -0.5 0.0
H -0.333969 0.471177 -2.224891 -0.1 0.5 0.2
H -3.538581 -0.900346 0.881214 -0.2 -0.2 0.0
O 1.780206 0.007203 0.199967 -2.1 -0.7 -1.8
H -0.517163 0.840637 0.987074 0.5 -0.3 -0.3
C 0.859920 -0.336461 -0.687409 1.3 3.5 0.7
O -2.987991 -0.123450 0.754215 1.1 0.5 -0.3
C -0.899002 0.696096 -0.034525 -0.9 1.0 0.1
C 2.874869 -1.007126 0.602574 2.1 -5.1 -0.8
O 2.975044 -2.015078 -0.014315 -0.7 2.3 0.8
Co 2.371159 1.187558 1.640009 1.2 -0.4 1.0
H -1.408024 -1.381965 0.315543 0.1 0.0 -0.2
```
Forces are in eV/Å.

<S²>: 6.009
HOMO (spin up / spin down): -17.816 / -17.744 eV
frontier orbital gap (spin up / spin down): 6.3 / 5.2 eV
spin multiplicity: 5
charge: +2
E: -1877.50545 a.u.
maximum force: 5.532 eV/A

---

This record from OMol25 describes a molecular structure, C5H7CsO3. The level of theory is the ωB97M-V functional and the def2-TZVPD basis.

Structure (XYZ):
```
16
Properties=species:S:1:pos:R:3:forces:R:3
H 0.588342 -3.017947 0.745828 -0.1 0.3 0.3
C -1.617849 1.637857 -0.552922 -1.6 -4.0 3.9
O 0.155662 0.814980 1.354634 -0.3 2.7 -0.7
C 1.766306 -3.303038 2.520350 0.3 0.0 0.1
H 0.345414 2.579578 -0.172553 -0.1 -0.5 0.5
Cs 0.300270 -0.002961 -3.385479 -0.1 -0.1 0.4
O -0.425500 -0.868338 0.044973 1.2 0.0 1.3
C 1.269524 -2.468366 1.411488 0.0 -0.2 -0.2
H 2.115299 -4.308112 2.287404 -0.2 0.3 0.1
C -0.470530 1.877560 -0.011867 0.2 -1.4 0.8
H 2.081831 -2.835663 3.453470 -0.2 -0.2 -0.3
H -2.573518 1.366643 -1.000277 0.5 1.5 -1.0
C 0.120855 -0.448150 1.114236 -2.1 -1.1 -4.5
O 0.653432 -1.277295 1.966009 0.6 0.4 1.0
H 2.097172 -2.112607 0.769287 -0.1 -0.1 0.1
H -2.115105 0.625375 0.275532 2.0 2.3 -1.7
```
Forces are in eV/Å.

<S²>: 0.753
HOMO (spin up / spin down): -10.913 / -13.013 eV
frontier orbital gap (spin up / spin down): 7.1 / 9.2 eV
spin multiplicity: 2
charge: +1
E: -440.14080 a.u.
maximum force: 5.843 eV/A

---

This record from OMol25 describes a molecular structure, C5H7CuFO4S. The level of theory is the ωB97M-V functional and the def2-TZVPD basis.

Structure (XYZ):
```
19
Properties=species:S:1:pos:R:3:forces:R:3
O -1.537350 1.290572 2.843272 1.5 0.5 -6.3
C -1.564940 0.290047 -0.315042 -0.2 -0.2 -0.5
H 0.860421 0.322692 -1.946830 0.4 0.1 1.8
F 2.017218 1.321717 -0.446864 -1.3 -1.1 -0.6
C -1.243428 1.351522 1.644819 -0.5 0.6 2.5
O -1.877915 0.228431 -1.716361 0.4 -0.1 3.0
H 1.404282 -1.983077 -0.320795 1.3 1.0 -0.8
C -0.040042 0.114605 0.191682 0.1 1.3 0.4
O -2.114711 1.403352 0.464540 1.7 -2.4 0.4
H 2.858578 -0.971823 0.229391 -1.4 -0.1 -1.4
H -2.264211 -0.673273 -1.854858 0.3 1.0 -0.8
H -1.860957 -2.316505 0.309091 -0.1 0.9 -0.2
Cu 1.941883 2.494300 1.651028 -0.2 -0.3 -0.4
H -0.044163 -0.707481 0.988944 0.6 0.5 -1.6
C 1.180835 0.181529 -0.856111 1.4 -1.5 0.5
H 2.730966 -1.387772 -1.576761 -1.2 0.3 1.4
S -2.629990 -1.148478 0.352245 -0.4 -0.7 0.5
O 0.071451 1.326894 1.003175 -1.9 -0.4 2.0
C 2.112072 -1.137251 -0.644564 -0.3 0.5 0.3
```
Forces are in eV/Å.

<S²>: 0.754
HOMO (spin up / spin down): -19.011 / -19.010 eV
frontier orbital gap (spin up / spin down): 10.3 / 6.0 eV
spin multiplicity: 2
charge: +2
E: -2633.33759 a.u.
maximum force: 6.542 eV/A

---

This record from OMol25 describes a molecular structure, C5H7CuO4. The level of theory is the ωB97M-V functional and the def2-TZVPD basis.

Structure (XYZ):
```
17
Properties=species:S:1:pos:R:3:forces:R:3
C -0.549770 -0.196268 -0.497618 -2.1 -0.5 0.7
O 1.704630 0.901592 -1.142791 0.2 1.2 -0.1
O 2.861615 1.283027 0.765414 0.2 0.5 0.2
C 2.297865 0.390620 -0.079412 0.7 0.4 -0.6
Cu 2.776368 2.938035 -1.000402 -0.6 -1.8 0.3
H -1.973208 -1.960120 -0.000928 0.0 0.2 0.0
H -2.568512 -0.932312 -1.334556 0.1 0.1 0.2
O 1.573248 -0.622013 0.559917 -0.4 -0.5 0.4
H 0.184469 0.677469 1.354827 -0.1 -0.3 0.0
C -2.986446 -0.285035 0.535217 -0.3 0.3 0.4
H 3.326345 -0.107370 -0.324207 -0.4 0.0 0.2
H -0.117709 -0.877670 -1.242178 0.0 0.9 0.0
H -0.181747 -1.081337 1.453712 0.3 0.2 0.0
C 0.223309 -0.284257 0.816602 0.5 0.2 -0.1
O -3.702744 0.230279 1.230213 0.6 -0.3 -0.5
C -2.082710 -0.918288 -0.345091 1.0 0.0 -0.3
H -0.785008 0.843647 -0.748720 0.5 -0.6 -0.7
```
Forces are in eV/Å.

<S²>: 0.756
HOMO (spin up / spin down): -12.503 / -12.412 eV
frontier orbital gap (spin up / spin down): 7.7 / 7.5 eV
spin multiplicity: 2
charge: +1
E: -2135.70765 a.u.
maximum force: 2.239 eV/A

---

This record from OMol25 describes C5H7F in the gas phase. The level of theory is the ωB97M-V functional and the def2-TZVPD basis.

Structure (XYZ):
```
13
Properties=species:S:1:pos:R:3:forces:R:3
H 0.508115 -2.299804 0.076819 -0.5 1.1 0.3
C 0.673532 -1.204197 0.282163 -0.5 -1.6 -0.9
C 1.410271 1.840210 0.112837 -4.7 -4.3 -1.7
C -1.617260 0.075641 0.018535 -0.1 1.2 -0.1
H 0.684354 -1.002431 1.336012 0.1 0.0 0.7
C -0.193966 -0.193868 -0.431118 -0.2 1.2 0.7
H -2.026983 -0.854732 0.337833 -1.0 -0.6 0.0
H 2.056166 2.566266 0.234535 2.8 3.2 0.7
F 1.901870 -0.960527 -0.257793 1.7 -0.7 0.0
H -2.135856 0.554570 -0.857494 0.1 -0.7 1.1
H -1.658998 0.804881 0.866564 0.1 -0.7 -0.6
C 0.581819 1.012202 -0.240758 2.4 2.8 1.1
H -0.183069 -0.338207 -1.478133 0.0 -0.9 -1.2
```
Forces are in eV/Å.

HOMO: -9.773 eV
frontier orbital gap: 10.8 eV
charge: 0
SMILES string: C#C[C@H](C)CF
E: -294.47542 a.u.
maximum force: 6.650 eV/A

---

Copy entry 1 word for word.
This record from OMol25 describes 2 unconnected molecules or ions with the total composition C5H7ClO. The level of theory is the ωB97M-V functional and the def2-TZVPD basis.

Structure (XYZ):
```
14
Properties=species:S:1:pos:R:3:forces:R:3
C 1.068192 0.812818 0.409408 -1.8 -0.7 -0.9
H 1.425989 0.161030 1.163615 0.6 -0.6 1.0
O -0.260528 -2.386890 0.341647 -0.5 2.1 -1.0
C -1.304594 0.488097 0.265482 1.4 0.2 -0.3
C -0.337384 1.254478 0.845982 -0.7 -0.1 -1.7
H -2.349946 0.572507 0.264599 -1.2 0.3 0.7
H -0.700892 2.137532 1.354294 0.7 0.0 0.6
H -0.439346 -2.301085 1.285876 -0.1 0.1 0.0
C -0.729135 -0.406232 -0.679017 3.2 -2.5 -0.4
H 1.364603 -0.999515 -0.809238 -0.6 0.5 0.0
Cl -1.457263 -1.180321 -2.025040 -0.3 0.6 0.6
H 1.848561 1.457618 0.072226 0.2 1.3 0.6
C 0.768324 -0.058105 -0.835569 -0.7 -2.8 3.3
H 1.103418 0.448066 -1.654265 0.0 1.5 -2.7
```
Forces are in eV/Å.

HOMO (spin up / spin down): -8.869 / -8.648 eV
frontier orbital gap (spin up / spin down): 8.0 / 7.7 eV
charge: 0
E: -730.00886 a.u.
maximum force: 4.368 eV/A